1.
DFT (ωB97M-V/def2-TZVPD) results for an isolated molecule of C3H4O3S at a distorted geometry.

Computed properties:
* Kohn-Sham gap: 8.95 eV
* SMILES: O=C(O)COC=S
* HOMO: -9.5721 eV
* energy: -20151.5946 eV
* largest force on an atom: 5.5 eV/Å
* ΔE to the lowest compared entry with this formula, charge and spin: 64.1 kcal/mol

XYZ file:
```
11
C3H4O3S | the OMol25 dataset | ωB97M-V/def2-TZVPD
O -2.50 -1.29 0.02
C -1.95 -0.25 0.11
O -2.55 0.92 -0.28
C -0.33 -0.20 0.17
O 0.34 0.98 0.24
C 1.68 0.89 -0.01
S 2.55 -0.58 -0.12
H -1.68 1.58 -0.20
H -0.15 -0.96 -0.63
H -0.10 -0.75 1.11
H 2.29 1.88 0.12
```

***

2.
DFT (ωB97M-V/def2-TZVPD) results for an isolated molecule of C3H4O3S at a distorted geometry.

Computed properties:
* Kohn-Sham gap: 11.49 eV
* HOMO: -10.6918 eV
* energy: -20150.4273 eV
* largest force on an atom: 4.9 eV/Å
* ΔE to the lowest compared entry with this formula, charge and spin: 91.0 kcal/mol

XYZ file:
```
11
C3H4O3S | the OMol25 dataset | ωB97M-V/def2-TZVPD
C -1.02 0.63 0.23
C -0.56 -0.78 0.52
C -0.32 -0.17 -0.79
O 1.76 1.43 0.18
O 2.38 -0.76 -0.77
O 0.67 -0.66 1.16
S 1.43 0.06 -0.11
H -2.07 0.82 -0.04
H -0.47 1.39 0.70
H -1.10 -1.65 0.64
H -0.69 -0.30 -1.72
```

***

3.
DFT (ωB97M-V/def2-TZVPD) results for a structure of composition C3H4O3Tl at a distorted geometry.

Computed properties:
* Kohn-Sham gap: 5.93 eV
* HOMO: -2.6393 eV
* energy: -14008.1580 eV
* largest force on an atom: 3.9 eV/Å
* charge: -1
* ΔE to the lowest compared entry with this formula, charge and spin: 94.7 kcal/mol

XYZ file:
```
11
C3H4O3Tl | the OMol25 dataset | ωB97M-V/def2-TZVPD
C 10.83 -3.88 -1.80
C 11.42 -2.69 -1.43
H 11.09 -4.26 -2.79
H 10.58 -4.58 -1.00
H 10.38 -2.38 -2.13
O 11.43 -2.30 -0.14
C 10.25 -2.01 0.56
O 10.42 -1.31 1.58
O 9.18 -2.27 0.00
Tl 8.08 -0.62 2.27
H 6.91 -0.07 3.86
```

***

4.
DFT (ωB97M-V/def2-TZVPD) results for a structure of composition C3H4O3Y at a distorted geometry.

Computed properties:
* Kohn-Sham gap (alpha / beta): 6.96 / 6.95 eV
* ⟨S²⟩: 0.755
* HOMO (alpha / beta): -28.4341 / -28.4276 eV
* energy: -10302.8395 eV
* largest force on an atom: 5.6 eV/Å
* charge: +4
* spin multiplicity: 2

XYZ file:
```
11
C3H4O3Y | the OMol25 dataset | ωB97M-V/def2-TZVPD
O -1.81 0.64 1.15
Y -2.35 4.15 -1.27
O -1.31 2.18 -0.30
C -1.11 1.11 0.20
O -0.09 0.31 -0.26
C 0.42 -0.68 0.39
C 1.37 -1.52 -0.26
H 0.14 -0.82 1.45
H 2.26 -1.60 0.39
H 0.91 -2.53 -0.19
H 1.57 -1.24 -1.29
```

***

5.
DFT (ωB97M-V/def2-TZVPD) results for an isolated molecule of C3H4O4 at a distorted geometry.

Computed properties:
* Kohn-Sham gap: 11.28 eV
* SMILES: O=C(O)CC(=O)O
* HOMO: -10.8120 eV
* energy: -11365.8700 eV
* largest force on an atom: 3.9 eV/Å
* ΔE to the lowest compared entry with this formula, charge and spin: 3.3 kcal/mol

XYZ file:
```
11
C3H4O4 | the OMol25 dataset | ωB97M-V/def2-TZVPD
O 2.25 0.71 0.22
C 1.35 -0.03 0.05
O 1.39 -1.05 -0.88
C 0.05 0.01 0.79
C -1.26 -0.02 0.00
O -2.06 -0.94 0.21
O -1.48 1.12 -0.77
H 2.18 -0.65 -1.48
H 0.04 0.85 1.44
H -0.08 -0.84 1.53
H -2.38 0.83 -1.12
```

***

6.
DFT (ωB97M-V/def2-TZVPD) results for a structure of composition C3H4O4Sn at a distorted geometry.

Computed properties:
* Kohn-Sham gap (alpha / beta): 4.20 / 3.88 eV
* ⟨S²⟩: 0.754
* HOMO (alpha / beta): -2.3017 / -2.3016 eV
* energy: -17192.4243 eV
* largest force on an atom: 4.1 eV/Å
* charge: -1
* ΔE to the lowest compared entry with this formula, charge and spin: 45.3 kcal/mol
* spin multiplicity: 2

XYZ file:
```
12
C3H4O4Sn | the OMol25 dataset | ωB97M-V/def2-TZVPD
O -0.77 1.05 -0.33
C -1.43 0.24 -1.07
C 0.59 0.30 0.00
O -2.52 0.43 -1.61
O -0.73 -0.84 -1.43
C 0.35 -1.10 -0.39
H 0.84 0.47 1.06
H 1.27 0.86 -0.66
H -0.23 -1.61 0.40
Sn -2.11 -1.09 -2.98
O 2.16 0.73 3.08
H 2.59 0.57 3.92
```

***

7.
DFT (ωB97M-V/def2-TZVPD) results for a structure of composition C3H4O4Tb at a distorted geometry.

Computed properties:
* Kohn-Sham gap (alpha / beta): 7.79 / 6.85 eV
* ⟨S²⟩: 15.764
* HOMO (alpha / beta): -16.8486 / -16.8486 eV
* energy: -33780.8678 eV
* largest force on an atom: 4.5 eV/Å
* charge: +2
* ΔE to the lowest compared entry with this formula, charge and spin: 4.4 kcal/mol
* spin multiplicity: 8

XYZ file:
```
12
C3H4O4Tb | the OMol25 dataset | ωB97M-V/def2-TZVPD
C -0.88 0.40 -0.20
O -1.54 1.42 -0.23
O -1.32 -0.78 0.35
C -0.48 -1.77 -0.08
O 0.04 0.10 -1.10
C 0.48 -1.19 -0.82
Tb -3.68 2.58 0.03
H 1.29 -1.58 -1.43
H -0.57 -2.76 0.37
O 2.31 1.45 0.76
H 2.27 0.45 0.71
H 2.06 1.69 1.65
```

***

8.
DFT (ωB97M-V/def2-TZVPD) results for a structure of composition C3H4O4Zn at a distorted geometry.

Computed properties:
* Kohn-Sham gap (alpha / beta): 5.72 / 5.72 eV
* HOMO (alpha / beta): -8.5134 / -8.5121 eV
* energy: -59778.4681 eV
* largest force on an atom: 2.9 eV/Å
* ΔE to the lowest compared entry with this formula, charge and spin: 91.2 kcal/mol

XYZ file:
```
12
C3H4O4Zn | the OMol25 dataset | ωB97M-V/def2-TZVPD
O -1.13 -0.94 0.86
C -2.00 -0.73 -0.18
C 0.02 -0.08 0.87
O -3.20 -0.70 0.10
O -1.44 -0.42 -1.27
C 0.60 0.02 -0.51
H 0.73 -0.52 1.59
H -0.30 0.91 1.23
H 1.02 -0.94 -0.86
O 2.18 0.94 -0.51
H 2.71 0.83 0.28
Zn 0.81 1.62 -1.60
```